# 1
C10H23BClFeLuO2 as an isolated structure. Source: the OMol25 dataset; level of theory: the ωB97M-V functional and the def2-TZVPD basis.

```
39
C10H23BClFeLuO2 the ωB97M-V functional and the def2-TZVPD basis
Lu 1.12 -0.45 -2.55
Cl 2.46 -2.48 -1.91
C 2.58 1.31 -3.19
C -0.47 -1.03 -4.23
H 2.53 1.69 -4.21
H 2.69 2.15 -2.48
H 3.50 0.67 -3.09
H -0.42 -0.53 -5.20
H -1.51 -1.09 -3.88
H -0.09 -2.08 -4.33
Fe -0.30 -0.04 0.20
C -1.68 -0.91 1.06
C -0.78 1.43 -0.45
H -2.59 -0.55 0.54
H -1.56 -2.02 0.98
H -1.71 -0.62 2.13
H -1.96 1.60 -0.73
H -0.42 2.50 -0.08
C 2.98 -0.44 4.11
C 1.43 -0.34 3.96
C 0.83 -1.14 5.10
O 1.10 -0.98 2.72
B 0.78 0.06 1.84
O 1.02 1.34 2.42
C 0.94 1.16 3.81
C -0.48 1.36 4.29
C 1.84 2.22 4.43
H 3.30 -1.49 3.99
H 3.27 -0.07 5.11
H 3.51 0.17 3.32
H 1.19 -2.17 5.06
H 1.12 -0.70 6.06
H -0.26 -1.14 5.03
H -0.55 1.24 5.38
H -0.77 2.38 4.06
H -1.19 0.69 3.83
H 2.85 2.20 4.09
H 1.42 3.22 4.18
H 1.79 2.10 5.51
```

For the LUMO energy (spin up / spin down), the calculation gives 0.175 / 0.173 Ha. The multiplicity is 5. For the HOMO-LUMO gap (spin up / spin down), the calculation gives 2.8 / 4.5 eV. The charge is -2. The energy above the lowest of the compared OMol25 structures with the same formula, charge and spin comes out at 53.56 kJ/mol. Its expectation value of S² is 6.080.

=====

# 2
C10H23F2N2O7S2Ti as an isolated structure. Source: the OMol25 dataset; level of theory: the ωB97M-V functional and the def2-TZVPD basis.

```
47
C10H23F2N2O7S2Ti the ωB97M-V functional and the def2-TZVPD basis
Ti -7.76 7.17 9.54
N -9.46 8.37 10.38
S -9.51 9.16 11.65
O -10.74 8.98 12.38
O -8.80 10.41 11.68
F -8.43 8.21 12.39
S -10.80 9.19 9.62
O -10.60 10.49 9.01
O -12.17 8.78 9.99
F -10.50 8.32 8.31
N -7.94 4.74 11.53
C -6.89 4.73 10.61
C -5.71 4.88 11.29
C -6.10 5.18 12.66
C -7.47 5.20 12.69
H -8.89 4.71 11.20
H -7.09 4.50 9.57
H -4.73 4.70 10.88
H -5.34 5.41 13.39
H -8.11 5.40 13.54
C -4.32 9.25 9.88
C -5.12 9.00 11.12
O -5.91 7.93 10.94
H -3.54 8.51 9.71
H -3.78 10.18 10.07
H -4.87 9.41 8.95
H -5.65 9.92 11.37
H -4.47 8.82 11.97
H -6.22 7.67 11.82
C -11.24 3.93 10.76
C -11.37 5.23 9.94
O -10.17 5.88 9.90
H -10.72 3.07 10.33
H -12.28 3.69 10.98
H -10.81 4.17 11.73
H -12.27 5.75 10.29
H -11.58 4.97 8.90
H -10.12 6.82 10.05
C -7.38 4.83 5.40
C -8.06 5.45 6.66
O -7.11 6.12 7.42
H -7.05 5.67 4.79
H -8.00 4.17 4.79
H -6.49 4.25 5.67
H -8.44 4.67 7.32
H -8.84 6.17 6.42
H -6.49 6.62 6.89
```

For the LUMO energy (spin up / spin down), the calculation gives 0.080 / 0.075 Ha. The multiplicity is 5. For the HOMO-LUMO gap (spin up / spin down), the calculation gives 3.1 / 7.7 eV. The charge is -1. Its expectation value of S² is 6.004.

=====

# 3
C10H23GdN9O6 as an isolated structure. Source: the OMol25 dataset; level of theory: the ωB97M-V functional and the def2-TZVPD basis.

```
49
C10H23GdN9O6 the ωB97M-V functional and the def2-TZVPD basis
O -1.12 0.28 -2.40
H -2.40 0.32 -2.44
Gd 0.99 0.15 -0.25
N 1.39 -1.70 -1.78
N -0.30 -1.93 0.16
N 0.60 2.53 -0.41
N -0.75 1.06 1.19
O 2.18 -1.49 -2.78
O 1.34 3.18 -1.24
O -1.28 0.27 2.20
O -1.21 -2.01 1.10
C -0.05 -3.08 -0.53
C 0.92 -2.96 -1.58
C -0.26 3.20 0.39
C -1.01 2.37 1.30
C 1.39 -4.13 -2.37
H 0.56 -4.59 -2.91
H 1.81 -4.89 -1.70
H 2.16 -3.81 -3.08
C -0.72 -4.38 -0.25
H -1.21 -4.76 -1.16
H -1.46 -4.25 0.53
H 0.02 -5.13 0.06
C -0.39 4.68 0.38
C -1.95 2.97 2.29
H 0.26 5.10 -0.39
H -0.10 5.10 1.36
H -1.42 4.98 0.19
H -2.41 2.17 2.89
H -2.73 3.53 1.77
H -1.42 3.67 2.96
H 2.33 1.77 -1.95
H -1.28 -0.69 1.76
C -2.80 0.63 -3.47
H -2.31 1.55 -3.81
H -3.88 0.77 -3.45
H -2.55 -0.13 -4.21
O 2.40 0.82 -1.66
H -0.87 -0.56 -2.83
H 2.54 0.14 -2.39
N 1.11 1.33 4.07
N 1.64 0.34 3.29
N 1.92 -0.88 3.78
C 2.33 -1.51 2.66
N 2.29 -0.74 1.56
N 1.87 0.49 2.01
H 0.39 1.85 3.56
H 0.78 0.91 4.93
H 2.65 -2.55 2.68
```

For the LUMO energy (spin up / spin down), the calculation gives -0.151 / -0.192 Ha. The multiplicity is 8. For the HOMO-LUMO gap (spin up / spin down), the calculation gives 6.3 / 5.1 eV. The charge is +1. Its expectation value of S² is 16.200.

=====

# 4
C10H23Li2NO6 as an isolated structure. Source: the OMol25 dataset; level of theory: the ωB97M-V functional and the def2-TZVPD basis.

```
42
C10H23Li2NO6 the ωB97M-V functional and the def2-TZVPD basis
Li 1.62 1.24 -3.14
Li 0.57 0.63 -0.56
O 0.41 2.85 -3.64
C 0.96 3.73 -2.68
C 1.01 3.24 -1.13
O 1.87 2.14 -0.73
H 0.42 4.67 -2.81
H 1.99 4.07 -2.86
H -0.01 3.09 -0.77
H 1.51 4.10 -0.70
O 0.91 -0.58 -2.42
C 0.46 -1.37 -3.54
C 1.37 -2.57 -4.17
O 2.55 -2.06 -4.73
H 0.39 -0.69 -4.38
H -0.52 -1.77 -3.29
H 0.63 -3.12 -4.74
H 1.54 -3.37 -3.44
C 0.74 -3.19 4.56
O 0.45 -2.97 3.15
C -0.79 -2.28 2.87
C -0.80 -1.63 1.47
N 0.24 -0.62 1.16
C 0.21 0.59 2.01
C -1.14 1.31 1.57
O -1.33 1.42 0.16
C -2.73 1.63 -0.16
H 0.07 -3.88 5.09
H 0.71 -2.23 5.08
H 1.75 -3.60 4.58
H -0.91 -1.60 3.71
H -1.64 -2.96 2.82
H -1.66 -1.01 1.22
H -0.91 -2.45 0.76
H 1.03 -1.13 1.53
H 0.87 1.34 1.60
H 0.37 0.55 3.09
H -1.15 2.35 1.91
H -1.95 0.86 2.16
H -3.37 0.81 0.18
H -2.85 1.91 -1.21
H -2.89 2.54 0.42
```

For the LUMO energy, the calculation gives 0.139 Ha. For the HOMO-LUMO gap, the calculation gives 2.6 eV. The charge is -2.

=====

# 5
A 2-piece molecular cluster, C10H23N overall. Source: the OMol25 dataset; level of theory: the ωB97M-V functional and the def2-TZVPD basis.

```
34
C10H23N the ωB97M-V functional and the def2-TZVPD basis
C -1.73 1.90 0.68
C -2.77 1.05 -0.02
C -2.57 -0.48 0.04
C -1.28 -0.90 -0.65
C -3.76 -1.14 -0.68
C 4.06 -1.63 0.47
C 3.72 -0.30 -0.15
C 3.46 0.94 0.67
C 2.32 0.26 -0.04
C 1.68 0.93 -1.24
H -0.76 1.88 0.15
H -2.04 2.93 0.74
H -1.54 1.55 1.71
H -3.73 1.23 0.49
H -2.90 1.34 -1.07
H -1.14 -0.43 -1.63
H -0.40 -0.69 -0.02
H -1.29 -1.99 -0.84
H -3.80 -0.87 -1.74
H -3.65 -2.21 -0.57
H -4.70 -0.84 -0.22
H -1.63 -0.82 1.82
H -3.22 -0.47 2.00
H 3.36 -1.88 1.28
H 5.09 -1.64 0.83
H 3.99 -2.44 -0.28
H 4.20 -0.14 -1.12
H 3.49 0.88 1.77
H 3.84 1.88 0.28
H 1.64 -0.32 0.59
H 0.85 0.37 -1.66
H 2.42 1.07 -2.02
H 1.34 1.95 -1.01
N -2.54 -0.98 1.42
```

For the LUMO energy, the calculation gives 0.035 Ha. For the HOMO-LUMO gap, the calculation gives 10.2 eV. The energy above the lowest of the compared OMol25 structures with the same formula, charge and spin comes out at 53.93 kJ/mol. Its SMILES is C[C@@H]1C[C@H]1C.CCC(C)(C)N.

=====

# 6
A 2-piece molecular cluster, C10H23NO3PS overall. Source: the OMol25 dataset; level of theory: the ωB97M-V functional and the def2-TZVPD basis.

```
39
C10H23NO3PS the ωB97M-V functional and the def2-TZVPD basis
C 1.08 2.25 1.51
P -0.16 2.68 0.07
C -0.17 1.14 -1.05
C -1.84 2.93 0.98
C -3.15 2.82 0.01
N -4.31 2.03 0.58
C -3.92 0.76 1.31
C -2.36 0.71 1.83
O -1.87 2.05 2.17
H 0.74 1.19 1.91
H 0.82 3.04 2.37
H 2.20 2.29 1.17
H 0.54 1.26 -2.01
H -1.22 0.80 -1.44
H 0.35 0.26 -0.41
H -1.80 4.05 1.41
H -2.88 2.46 -1.10
H -3.56 3.93 -0.14
H -4.96 2.64 1.15
H -4.90 1.72 -0.25
H -4.61 0.67 2.27
H -4.10 -0.15 0.61
H -2.32 0.05 2.82
H -1.73 0.13 1.03
C 2.91 -3.54 -0.07
C 3.84 -3.70 -1.28
C 3.20 -2.96 -2.45
S 2.22 -1.65 -1.73
O 0.82 -1.92 -2.02
O 2.84 -0.37 -2.03
C 2.54 -2.07 -0.03
H 3.40 -3.86 0.85
H 2.02 -4.16 -0.22
H 4.82 -3.26 -1.05
H 4.01 -4.75 -1.52
H 3.95 -2.53 -3.11
H 2.53 -3.61 -3.02
H 1.65 -1.87 0.58
H 3.38 -1.46 0.31
```

For the LUMO energy, the calculation gives -0.130 Ha. For the HOMO-LUMO gap, the calculation gives 7.4 eV. The charge is +1. The energy above the lowest of the compared OMol25 structures with the same formula, charge and spin comes out at 379.86 kJ/mol.

=====

# 7
A 4-piece molecular cluster, C10H23NO3S3 overall. Source: the OMol25 dataset; level of theory: the ωB97M-V functional and the def2-TZVPD basis.

```
40
C10H23NO3S3 the ωB97M-V functional and the def2-TZVPD basis
C 0.46 1.50 1.23
S 0.65 2.42 2.77
O 1.81 1.82 3.48
C 1.20 3.94 2.02
H -0.51 1.63 0.76
H 0.57 0.43 1.45
H 1.28 1.77 0.57
H 1.71 4.58 2.73
H 0.34 4.47 1.59
H 1.91 3.77 1.20
C 2.06 0.54 -4.12
S 2.98 0.50 -2.58
O 4.40 0.24 -2.92
C 2.85 2.25 -2.19
H 2.40 -0.32 -4.70
H 2.34 1.41 -4.71
H 0.98 0.51 -3.96
H 2.91 2.88 -3.08
H 3.75 2.45 -1.60
H 1.99 2.42 -1.55
C -2.78 -1.37 3.20
S -2.82 -3.11 2.74
O -3.65 -3.28 1.52
C -1.09 -3.24 2.28
H -3.79 -0.98 3.27
H -2.13 -0.81 2.53
H -2.26 -1.35 4.16
H -0.90 -4.29 2.10
H -0.52 -2.94 3.16
H -0.83 -2.57 1.47
N -2.28 -1.95 -0.55
C -1.78 -0.68 -0.51
C -0.91 -0.52 -1.55
C -0.86 -1.76 -2.23
C -1.71 -2.62 -1.58
H -2.99 -2.34 0.07
H -2.12 -0.06 0.30
H -0.27 0.32 -1.76
H -0.40 -2.01 -3.17
H -2.00 -3.63 -1.83
```

For the LUMO energy, the calculation gives 0.016 Ha. For the HOMO-LUMO gap, the calculation gives 8.9 eV. The energy above the lowest of the compared OMol25 structures with the same formula, charge and spin comes out at 0.00 kJ/mol.

=====

# 8
C10H24BF4N4Pt as an isolated structure. Source: the OMol25 dataset; level of theory: the ωB97M-V functional and the def2-TZVPD basis.

```
44
C10H24BF4N4Pt the ωB97M-V functional and the def2-TZVPD basis
Pt -0.01 -0.52 -0.41
C 1.94 1.13 -2.12
C 2.85 0.64 -0.99
N 2.22 -0.45 -0.23
C 2.56 -0.57 1.20
C 1.43 -0.04 2.11
N 0.20 -0.77 1.84
C -0.97 -0.50 2.68
C -2.12 0.24 1.98
C -2.80 -0.54 0.84
N -2.23 -0.27 -0.48
C -2.59 1.04 -1.05
C -1.42 1.63 -1.85
N -0.22 1.72 -1.01
C 0.97 2.24 -1.69
H 1.37 0.28 -2.52
H 2.56 1.52 -2.93
H 3.07 1.47 -0.31
H 3.80 0.30 -1.41
H 2.43 -1.33 -0.70
H 3.49 -0.05 1.43
H 2.69 -1.63 1.43
H 1.25 1.02 1.92
H 1.75 -0.16 3.15
H 0.39 -1.77 1.82
H -0.66 0.10 3.54
H -1.37 -1.44 3.05
H -1.76 1.21 1.62
H -2.86 0.44 2.75
H -3.87 -0.31 0.84
H -2.69 -1.61 1.03
H -2.50 -1.01 -1.12
H -2.83 1.72 -0.23
H -3.46 0.97 -1.70
H -1.70 2.62 -2.22
H -1.19 0.98 -2.71
H -0.43 2.30 -0.20
H 1.51 2.91 -1.01
H 0.67 2.82 -2.56
F 0.17 -2.47 -1.90
B 0.11 -3.35 -0.77
F -0.01 -4.63 -1.08
F 1.24 -3.03 -0.01
F -0.98 -2.85 -0.01
```

For the LUMO energy (spin up / spin down), the calculation gives -0.141 / -0.146 Ha. For the HOMO-LUMO gap (spin up / spin down), the calculation gives 7.8 / 7.7 eV. The charge is +1.